{
  "formula": "C16H21BF4NO5P",
  "method": "wB97M-V/def2-TZVPD",
  "species": ["C", "B", "O", "C", "C", "F", "F", "C", "F", "F", "C", "C", "C", "C", "O", "C", "C", "C", "C", "C", "C", "P", "N", "C", "O", "O", "H", "H", "H", "H", "H", "H", "H", "H", "H", "H", "H", "H", "H", "H", "H", "H", "H", "C", "O", "H", "H", "H", "H"],
  "positions_angstrom": [[3.072925, -2.569506, -0.374704], [2.235266, -1.288861, 0.148291], [1.987208, -1.229934, 1.543243], [1.741478, -0.107485, -0.869595], [2.164092, 1.361564, -0.497232], [2.056468, 2.173226, -1.627662], [1.335212, 1.943520, 0.458014], [3.632125, 1.533480, 0.035127], [4.579514, 0.814200, -0.660605], [3.692688, 1.324200, 1.414724], [0.133021, -0.059881, -0.710130], [-0.508174, -1.091039, -1.685062], [-0.933916, -2.522321, -1.147454], [-1.831639, -2.491053, 0.153565], [-1.784431, -3.475906, 0.857003], [-2.707218, -1.258111, 0.567360], [-3.954660, -0.915979, -0.108329], [-4.671939, 0.281619, 0.332422], [-4.228674, 1.134742, 1.426295], [-2.981138, 0.775103, 2.136630], [-2.274343, -0.403806, 1.674803], [-1.944628, -0.501091, -2.779009], [-2.394215, 1.001265, -2.456154], [0.702279, -1.155291, -2.740133], [0.678263, -1.698307, -3.801548], [1.840234, -0.507307, -2.258679], [2.744352, -3.440142, 0.250437], [4.148071, -2.360217, -0.089003], [2.967507, -2.736548, -1.474059], [1.270106, -1.842384, 1.783490], [3.897841, 2.621478, -0.099480], [-0.002172, -0.174361, 0.390413], [-0.227464, 0.922213, -1.118644], [-0.042649, -3.198093, -1.026192], [-1.562821, -3.001425, -1.957411], [-4.316729, -1.571532, -0.930731], [-5.608156, 0.537371, -0.227203], [-4.775496, 2.056048, 1.742460], [-2.557536, 1.365672, 2.976981], [-1.318785, -0.685753, 2.186811], [-3.066237, -1.380105, -2.626464], [-1.521727, -0.496456, -4.150826], [-2.252890, 1.570191, -3.299863], [2.427037, 3.302754, 3.184434], [1.280997, 4.111918, 3.420388], [3.086101, 3.369878, 4.048800], [2.123700, 2.264350, 3.041763], [2.956646, 3.661053, 2.298276], [0.714510, 4.037047, 2.644446]],
  "forces_ev_per_a": [[-0.6, 0.6, 0.3], [1.3, -0.8, 0.4], [-0.9, 0.4, -1.6], [-3.0, -0.4, 0.5], [0.6, 0.2, -1.0], [0.2, -0.9, 1.2], [1.0, -1.0, -1.0], [0.4, 2.4, 0.4], [-1.4, 0.0, 1.0], [0.1, -0.8, -2.0], [-0.2, 0.3, 0.3], [1.3, -0.8, -0.5], [0.0, 0.5, -0.7], [0.3, 0.0, 0.3], [-0.1, 0.7, -0.2], [-1.1, 1.7, 0.1], [1.3, 1.2, 1.9], [0.7, -0.3, 0.4], [1.8, -1.8, -0.2], [-1.2, -1.5, -2.3], [-0.5, 0.1, -0.4], [-0.6, 3.4, 0.0], [0.5, -0.8, -0.5], [0.0, -0.2, 1.2], [0.3, 0.3, 0.4], [-0.1, 0.0, -0.1], [0.4, 0.5, -0.8], [-1.0, -0.2, -0.4], [0.3, -0.1, 1.0], [0.6, 0.1, 0.2], [-0.3, -1.1, 0.0], [-0.8, 0.2, -1.1], [0.2, -0.6, 0.9], [-1.0, 0.6, 0.3], [0.6, 0.3, 0.9], [0.1, 0.8, 0.8], [1.0, -0.2, 0.7], [0.4, -1.1, -0.5], [-0.5, -0.5, -0.8], [-1.0, 0.3, -0.4], [1.0, -0.3, -0.1], [-0.1, -1.0, 0.7], [-0.1, -0.1, 0.6], [-0.4, 0.0, -0.1], [-0.1, 0.1, 0.1], [-0.1, 0.1, 0.0], [0.2, 0.0, 0.0], [0.2, -0.1, 0.0], [0.0, 0.0, 0.1]],
  "total_energy_ev": -49492.5486,
  "e_lumo_ha": 0.004,
  "orbital_gap_ev": 9.1,
  "homo_energy_ev": -9.0,
  "smiles": "CB(O)[C@]1(C(F)(F)C(F)F)C[C@@](CC(=O)c2ccccc2)([PH2]=N)C(=O)O1.CO",
  "total_charge": 0
}